Molecular formula: C18H32N4O2S
Method: DFT, ωB97M-V/def2-TZVPD

As for the multiplicity: 1. The structure (SMILES) is CCCc1nnc(SCC(=O)N2[C@H](C)CCC[C@@H]2C)n1CCCOC. The gap between HOMO and LUMO comes out at 8.341 eV. The relative energy (zero: lowest compared OMol25 entry of this formula, charge and spin) is 1830.2 kJ/mol. Its charge is 0.

Last column: Mulliken charge in e.
Cartesian coordinates (Å):
C (4.081, 3.537, 0.413)  -0.975
C (3.063, 2.545, 0.014)  -0.635
C (3.282, 1.497, -1.341)  -0.411
C (2.080, 0.668, -1.453)  0.879
N (0.836, 1.026, -1.616)  -0.599
N (0.134, 0.095, -2.123)  -0.199
C (0.860, -0.952, -1.945)  -0.151
S (0.355, -2.448, -2.212)  -0.408
C (-1.293, -2.206, -1.602)  -1.624
C (-1.478, -1.508, -0.150)  0.524
O (-0.475, -1.701, 0.624)  -0.672
N (-2.409, -0.515, -0.087)  0.370
C (-3.525, -0.418, -1.117)  -0.473
C (-3.130, 0.785, -1.942)  -1.553
C (-4.830, -0.154, 0.001)  -1.289
C (-4.744, 0.904, 0.863)  -0.103
C (-3.774, 0.537, 1.928)  -1.132
C (-2.223, 0.146, 1.310)  -0.525
C (-1.756, 1.626, 1.068)  -1.548
N (2.230, -0.662, -1.549)  0.392
C (3.207, -1.320, -1.204)  -0.897
C (3.086, -2.365, 0.029)  -0.915
C (2.924, -1.066, 1.304)  -0.365
O (2.923, -1.732, 2.425)  -0.537
C (1.764, -2.587, 2.968)  -0.437
H (5.070, 2.940, 0.675)  0.225
H (3.809, 4.249, 1.394)  0.284
H (4.190, 4.129, -0.591)  0.250
H (2.886, 2.011, 0.860)  0.390
H (2.043, 3.060, -0.231)  0.321
H (3.622, 2.377, -2.154)  0.400
H (4.234, 1.025, -0.889)  -0.075
H (-1.743, -1.829, -2.429)  0.682
H (-1.862, -3.020, -1.542)  0.938
H (-3.583, -1.309, -1.741)  0.767
H (-3.405, 1.587, -1.552)  0.787
H (-3.783, 0.571, -2.867)  0.357
H (-2.062, 0.924, -2.181)  0.244
H (-5.547, 0.174, -1.052)  0.271
H (-5.127, -1.080, 0.119)  0.595
H (-4.450, 1.931, 0.333)  0.298
H (-5.819, 1.017, 1.404)  0.231
H (-3.461, 1.027, 2.681)  0.788
H (-3.835, -0.687, 2.316)  0.231
H (-1.489, -0.395, 1.818)  0.841
H (-0.866, 1.344, 0.201)  0.027
H (-1.308, 1.865, 1.777)  1.228
H (-2.395, 2.313, 0.271)  0.027
H (3.202, -2.193, -2.102)  0.259
H (4.139, -0.907, -1.065)  0.544
H (2.053, -2.713, 0.262)  0.270
H (3.921, -2.703, 0.409)  0.658
H (1.928, -0.561, 1.240)  0.062
H (3.690, -0.449, 1.160)  0.665
H (2.018, -3.724, 2.488)  0.198
H (0.869, -2.197, 2.517)  0.058
H (1.874, -2.509, 3.864)  0.461


Molecular formula: C18H33BF11N5O11P2S2
Method: DFT, ωB97M-V/def2-TZVPD

As for the multiplicity: 1. The gap between HOMO and LUMO comes out at 8.182 eV. The relative energy (zero: lowest compared OMol25 entry of this formula, charge and spin) is 0.0 kJ/mol. Its charge is 0.

Last column: Mulliken charge in e.
Cartesian coordinates (Å):
C (-3.587, -3.695, 3.306)  -1.607
C (-2.207, -3.947, 2.675)  1.088
C (-2.320, -4.075, 1.144)  -1.360
C (-1.262, -2.816, 3.098)  -1.389
C (0.128, -2.815, 2.457)  2.579
C (0.807, -4.194, 2.503)  -1.802
C (1.014, -1.784, 3.139)  -0.774
O (0.609, -0.428, 2.713)  -0.413
C (1.221, 0.123, 1.696)  -1.684
N (0.661, 0.122, 0.531)  0.280
C (1.442, 0.590, -0.596)  0.331
C (0.685, 1.523, -1.546)  -1.977
C (0.359, 2.990, -1.180)  0.546
N (-0.830, 3.357, -1.947)  -0.715
N (1.557, 3.789, -1.431)  -0.576
N (0.051, 3.149, 0.250)  -0.373
P (1.782, -1.126, -1.493)  -0.286
C (0.033, -1.589, -1.661)  -0.249
O (1.998, -0.645, -3.038)  -0.521
C (2.699, 1.225, 0.132)  0.138
C (4.020, 0.968, -0.614)  0.569
F (3.734, 1.255, -1.919)  -0.318
F (4.463, -0.302, -0.565)  -0.230
C (5.244, 1.878, -0.251)  0.554
F (4.836, 2.986, 0.392)  -0.239
F (5.897, 2.245, -1.353)  -0.286
F (6.097, 1.224, 0.541)  -0.239
C (2.486, 0.928, 1.690)  2.033
B (2.028, 2.291, 2.491)  0.645
O (0.894, 2.208, 3.250)  -0.557
O (2.831, 3.386, 2.376)  -0.709
P (3.735, 0.214, 2.826)  0.794
O (3.137, -0.111, 4.135)  -0.742
O (4.386, -0.992, 2.020)  -0.590
O (4.877, 1.323, 2.875)  -0.612
H (-4.133, -4.636, 3.421)  0.412
H (-3.506, -3.224, 4.289)  0.367
H (-4.196, -3.055, 2.660)  0.384
H (-1.841, -4.904, 3.069)  0.259
H (-3.340, -4.330, 0.845)  0.470
H (-2.050, -3.143, 0.636)  0.147
H (-1.673, -4.863, 0.744)  0.289
H (-1.779, -1.872, 2.873)  0.286
H (-1.123, -2.852, 4.188)  0.402
H (0.028, -2.526, 1.405)  -1.339
H (1.897, -4.110, 2.483)  0.478
H (0.511, -4.807, 1.650)  0.345
H (0.538, -4.735, 3.418)  0.362
H (2.071, -1.936, 2.904)  0.163
H (0.887, -1.764, 4.221)  0.416
H (-0.252, -0.308, 0.437)  0.761
H (1.260, 1.555, -2.477)  0.600
H (-0.263, 1.020, -1.782)  0.679
H (-0.935, 2.797, -2.788)  0.253
H (-0.751, 4.321, -2.258)  0.219
H (1.848, 3.723, -2.399)  0.270
H (1.405, 4.763, -1.196)  0.268
H (0.568, 3.949, 0.603)  0.381
H (-0.933, 3.385, 0.326)  0.264
H (-0.558, -0.857, -2.209)  0.019
H (-0.449, -1.809, -0.708)  -0.463
H (0.041, -2.521, -2.235)  0.647
H (1.181, -0.443, -3.513)  0.343
H (2.606, 2.304, -0.003)  0.642
H (0.411, 3.031, 3.364)  0.274
H (2.558, 4.131, 2.921)  0.271
H (4.535, -1.736, 2.621)  0.389
H (4.939, 1.652, 3.783)  0.409
C (-1.753, 1.444, -4.402)  0.653
F (-0.496, 0.941, -4.459)  -0.226
F (-1.762, 2.323, -3.388)  -0.231
F (-1.986, 2.088, -5.531)  -0.226
S (-2.918, 0.044, -4.114)  0.901
O (-2.466, -0.503, -2.856)  -0.619
O (-2.766, -0.791, -5.270)  -0.677
N (-4.216, 0.904, -4.028)  -0.263
S (-5.640, 0.265, -3.721)  0.992
O (-5.767, -0.230, -2.379)  -0.635
O (-6.174, -0.518, -4.795)  -0.636
C (-6.578, 1.853, -3.748)  0.674
F (-6.495, 2.446, -4.935)  -0.232
F (-6.131, 2.696, -2.817)  -0.233
F (-7.859, 1.584, -3.494)  -0.217


Molecular formula: C18H33CoO2PSe3Te
Method: DFT, ωB97M-V/def2-TZVPD

As for the multiplicity: 5. The gap between HOMO and LUMO (alpha / beta) comes out at 7.285 / 6.282 eV. The relative energy (zero: lowest compared OMol25 entry of this formula, charge and spin) is 0.0 kJ/mol. Its charge is +1.

Last column: Löwdin spin population.
Cartesian coordinates (Å):
Co (0.666, -2.469, 1.376)  1.207
Se (2.479, -3.658, 0.263)  0.538
Se (2.278, -5.782, 0.893)  0.361
Te (-0.325, -6.146, 1.041)  0.465
Se (-1.006, -4.376, -0.334)  0.509
O (-0.462, -2.638, 2.793)  0.464
O (0.488, -3.562, 2.823)  0.458
C (1.406, 3.169, 2.420)  0.000
C (0.237, 2.391, 3.028)  0.000
C (0.119, 0.979, 2.440)  0.001
C (0.547, 0.991, 0.970)  -0.003
C (2.055, 1.283, 0.891)  0.001
C (2.517, 2.211, 2.022)  0.000
P (0.093, -0.560, 0.109)  -0.020
C (-1.732, -0.522, -0.193)  -0.002
C (-2.589, -1.019, 0.983)  0.005
C (-4.053, -0.705, 0.709)  0.000
C (-4.303, 0.806, 0.733)  0.000
C (-3.044, 1.583, 0.360)  0.000
C (-2.248, 0.847, -0.708)  -0.001
C (0.852, -0.630, -1.566)  -0.003
C (0.425, 0.470, -2.558)  -0.001
C (1.379, 0.544, -3.757)  0.000
C (1.925, -0.831, -4.107)  0.000
C (2.778, -1.380, -2.954)  0.003
C (2.378, -0.746, -1.623)  0.002
H (1.768, 3.918, 3.122)  0.000
H (1.075, 3.717, 1.537)  0.000
H (-0.697, 2.931, 2.859)  0.000
H (0.360, 2.315, 4.109)  0.000
H (-0.895, 0.608, 2.574)  0.000
H (0.768, 0.282, 2.979)  0.002
H (0.007, 1.794, 0.458)  -0.001
H (2.277, 1.736, -0.075)  0.000
H (2.626, 0.349, 0.935)  0.000
H (3.412, 2.749, 1.703)  0.000
H (2.811, 1.621, 2.890)  0.000
H (-1.854, -1.253, -1.007)  0.000
H (-2.292, -0.549, 1.919)  0.000
H (-2.437, -2.090, 1.133)  0.008
H (-4.683, -1.208, 1.440)  0.000
H (-4.328, -1.118, -0.263)  0.000
H (-4.647, 1.110, 1.722)  0.000
H (-5.103, 1.059, 0.038)  0.000
H (-2.417, 1.738, 1.239)  0.000
H (-3.307, 2.581, 0.001)  0.000
H (-1.439, 1.474, -1.074)  0.000
H (-2.888, 0.671, -1.572)  0.000
H (0.440, -1.585, -1.934)  0.000
H (0.387, 1.441, -2.061)  0.000
H (-0.585, 0.259, -2.909)  0.000
H (2.212, 1.211, -3.529)  0.000
H (0.858, 0.991, -4.603)  0.000
H (2.516, -0.788, -5.022)  0.000
H (1.094, -1.507, -4.316)  0.000
H (3.836, -1.196, -3.139)  0.000
H (2.656, -2.465, -2.890)  0.004
H (2.807, 0.251, -1.538)  0.000
H (2.804, -1.301, -0.780)  0.001


Molecular formula: C18H33LaN5O6
Method: DFT, ωB97M-V/def2-TZVPD

As for the multiplicity: 1. The gap between HOMO and LUMO (alpha / beta) comes out at 4.546 / 4.544 eV. The relative energy (zero: lowest compared OMol25 entry of this formula, charge and spin) is 743.4 kJ/mol. Its charge is +1.

Last column: Mulliken charge in e.
Cartesian coordinates (Å):
O (0.001, 0.358, -5.194)  -0.519
H (-0.591, -0.058, -5.846)  0.306
La (0.076, -0.029, -0.052)  0.933
N (0.325, 1.707, 1.296)  0.388
N (1.575, 1.015, -1.182)  0.412
N (-1.087, -1.124, 1.391)  0.231
N (-0.180, -1.795, -1.142)  0.028
O (-0.394, 1.851, 2.341)  -0.892
O (-1.498, -0.699, 2.682)  -0.572
O (0.413, -1.983, -2.375)  -0.343
O (2.136, 0.343, -2.041)  -0.738
C (1.973, 2.082, -0.456)  0.531
C (1.344, 2.438, 0.807)  0.811
C (-1.269, -2.390, 0.912)  0.866
C (-0.742, -2.729, -0.352)  0.623
C (1.699, 3.572, 1.645)  -1.741
H (1.960, 3.219, 2.656)  0.242
H (0.832, 4.246, 1.750)  0.309
H (2.536, 4.161, 1.276)  0.447
C (3.066, 2.784, -1.108)  -1.734
H (2.779, 3.026, -2.147)  0.304
H (3.950, 2.127, -1.166)  0.307
H (3.358, 3.704, -0.621)  0.432
C (-1.989, -3.328, 1.760)  -1.929
C (-0.819, -4.072, -0.916)  -1.888
H (-2.666, -2.871, 2.500)  0.411
H (-1.279, -3.965, 2.313)  0.344
H (-2.601, -3.974, 1.130)  0.556
H (-0.057, -4.302, -1.677)  0.452
H (-1.803, -4.231, -1.382)  0.356
H (-0.700, -4.796, -0.116)  0.474
H (-1.172, 0.271, 2.712)  0.423
H (0.603, -1.070, -2.728)  0.327
C (-0.885, 0.780, -4.129)  -0.338
H (-0.381, 1.521, -3.474)  0.075
H (-1.320, -0.094, -3.592)  0.138
H (-1.718, 1.305, -4.593)  0.434
O (-2.086, 1.131, -0.165)  -0.773
H (-2.040, 0.208, 0.233)  0.424
H (-1.352, 1.656, 0.269)  0.442
C (1.529, -2.200, 5.580)  -0.993
N (0.719, -1.308, 4.704)  0.144
C (-0.182, -0.436, 5.550)  -0.819
C (1.574, -0.412, 3.734)  -0.764
C (2.388, -1.152, 2.708)  -0.018
C (3.558, -1.780, 3.183)  -0.600
C (4.430, -2.414, 2.295)  -0.890
C (4.141, -2.406, 0.933)  -0.782
C (2.966, -1.750, 0.474)  -0.357
C (2.131, -1.137, 1.380)  0.642
H (2.213, -1.581, 6.157)  0.368
H (2.051, -2.934, 4.980)  0.444
H (0.847, -2.713, 6.246)  0.381
H (0.122, -1.896, 4.085)  0.274
H (0.449, 0.165, 6.194)  0.371
H (-0.784, 0.201, 4.912)  0.302
H (-0.820, -1.090, 6.129)  0.383
H (0.853, 0.238, 3.240)  0.231
H (2.180, 0.232, 4.396)  0.533
H (3.822, -1.773, 4.249)  0.503
H (5.325, -2.899, 2.672)  0.388
H (4.825, -2.899, 0.232)  0.409
H (2.792, -1.765, -0.613)  0.294


Molecular formula: C18H33N2O14P4
Method: DFT, ωB97M-V/def2-TZVPD

As for the multiplicity: 1. The gap between HOMO and LUMO comes out at 7.115 eV. Its charge is +1.

Last column: Mulliken charge in e.
Cartesian coordinates (Å):
N (5.219, 2.194, -2.672)  -0.568
C (3.924, 2.143, -2.061)  0.795
C (3.419, 0.849, -1.543)  0.441
C (4.170, -0.521, -1.640)  -1.259
P (3.733, -1.255, -3.324)  0.818
O (4.139, -2.664, -3.457)  -0.642
O (2.072, -1.068, -3.480)  -0.461
O (4.425, -0.246, -4.469)  -0.513
C (2.094, 0.823, -0.874)  -0.880
C (1.364, 2.074, -0.796)  0.083
N (1.842, 3.270, -1.309)  0.348
C (0.917, 4.413, -1.155)  -0.439
C (1.186, 5.564, -0.307)  -0.043
C (0.126, 6.584, -0.245)  -0.720
C (-1.142, 6.451, -0.980)  -0.375
C (-1.389, 5.298, -1.849)  -0.682
C (-0.341, 4.281, -1.912)  -0.083
C (3.076, 3.349, -1.931)  0.177
P (3.667, 4.999, -2.623)  0.773
O (2.562, 5.671, -3.356)  -0.627
O (4.205, 5.900, -1.333)  -0.491
O (4.890, 4.802, -3.722)  -0.562
H (5.147, 2.425, -3.672)  0.373
H (5.684, 1.285, -2.651)  0.274
H (3.721, -1.175, -0.839)  0.386
H (5.280, -0.433, -1.512)  0.495
H (1.867, -0.113, -3.563)  0.354
H (3.750, 0.454, -4.611)  0.355
H (1.720, -0.144, -0.474)  0.368
H (0.351, 2.058, -0.317)  0.522
H (2.136, 5.667, 0.259)  0.480
H (0.223, 7.493, 0.399)  0.355
H (-1.947, 7.215, -0.899)  0.381
H (-2.300, 5.131, -2.462)  0.370
H (-0.516, 3.379, -2.542)  0.376
H (4.091, 6.829, -1.642)  0.363
H (5.709, 4.517, -3.255)  0.375
C (-0.794, -4.013, -1.156)  -0.820
O (-0.920, -2.684, -0.647)  -0.193
P (-2.061, -1.730, -1.232)  1.175
O (-2.093, -0.394, -0.619)  -0.699
O (-3.395, -2.576, -1.089)  -0.402
C (-3.875, -2.812, 0.236)  -0.694
O (-1.807, -1.743, -2.803)  -0.375
C (-0.850, -0.809, -3.280)  -0.245
H (-0.903, -4.715, -0.329)  0.296
H (-1.544, -4.240, -1.914)  0.381
H (0.198, -4.130, -1.593)  0.274
H (-3.569, -2.019, 0.921)  0.281
H (-3.489, -3.769, 0.592)  0.255
H (-4.961, -2.856, 0.209)  0.323
H (-0.415, -1.193, -4.201)  0.317
H (-0.053, -0.658, -2.551)  -0.097
H (-1.345, 0.142, -3.487)  0.311
C (-2.289, -5.605, 5.843)  -0.708
O (-2.421, -4.282, 6.358)  -0.326
P (-3.549, -3.321, 5.761)  0.969
O (-3.594, -1.994, 6.380)  -0.682
O (-4.888, -4.170, 5.874)  -0.335
C (-5.393, -4.416, 7.187)  -0.703
O (-3.271, -3.325, 4.191)  -0.146
C (-2.303, -2.394, 3.713)  -0.595
H (-2.413, -6.313, 6.663)  0.285
H (-3.026, -5.826, 5.070)  0.337
H (-1.289, -5.720, 5.424)  0.272
H (-5.101, -3.628, 7.883)  0.355
H (-5.015, -5.376, 7.543)  0.251
H (-6.479, -4.459, 7.136)  0.237
H (-1.868, -2.786, 2.794)  0.134
H (-1.505, -2.241, 4.442)  0.392
H (-2.792, -1.443, 3.500)  0.256


Molecular formula: C18H33N3OPdSSeSi3
Method: DFT, ωB97M-V/def2-TZVPD

As for the multiplicity: 1. The gap between HOMO and LUMO (alpha / beta) comes out at 5.402 / 5.337 eV. The relative energy (zero: lowest compared OMol25 entry of this formula, charge and spin) is 73.7 kJ/mol. Its charge is +2.

Last column: Mulliken charge in e.
Cartesian coordinates (Å):
Pd (0.673, 0.423, -0.245)  0.328
C (-0.479, 0.748, -3.289)  -0.937
O (-0.478, 0.012, -2.047)  0.498
Si (-1.375, -1.360, -1.625)  0.010
C (-3.157, -0.959, -1.383)  -1.233
C (-1.197, -2.752, -2.823)  -1.219
C (-0.258, -1.424, -0.067)  0.145
Si (-1.089, -1.011, 1.648)  0.718
C (0.108, -1.054, 3.063)  -1.052
C (-1.895, 0.686, 1.542)  -1.088
C (-2.319, -2.413, 1.747)  -1.156
Si (1.299, -2.574, -0.176)  0.712
C (0.581, -4.166, 0.492)  -1.180
C (1.936, -2.693, -1.922)  -1.164
C (2.713, -2.004, 0.904)  -1.227
H (-0.680, 0.062, -4.111)  0.362
H (0.500, 1.199, -3.430)  0.206
H (-1.243, 1.523, -3.254)  0.306
H (-3.554, -0.640, -2.353)  0.468
H (-3.369, -0.176, -0.658)  0.337
H (-3.714, -1.857, -1.107)  0.399
H (-2.093, -2.827, -3.442)  0.462
H (-1.094, -3.705, -2.297)  0.342
H (-0.334, -2.645, -3.478)  0.383
H (0.899, -0.306, 2.981)  0.284
H (0.562, -2.038, 3.196)  0.305
H (-0.448, -0.836, 3.980)  0.455
H (-1.874, 1.172, 0.564)  0.155
H (-1.439, 1.367, 2.262)  0.306
H (-2.951, 0.588, 1.810)  0.579
H (-1.900, -3.377, 1.464)  0.325
H (-3.215, -2.224, 1.159)  0.372
H (-2.619, -2.483, 2.797)  0.430
H (-0.295, -4.519, -0.054)  0.333
H (0.337, -4.091, 1.552)  0.314
H (1.362, -4.925, 0.385)  0.400
H (1.629, -3.619, -2.410)  0.424
H (3.027, -2.682, -1.890)  0.456
H (1.629, -1.854, -2.548)  0.207
H (2.482, -1.851, 1.956)  0.415
H (3.206, -1.130, 0.473)  0.354
H (3.455, -2.808, 0.853)  0.481
Se (2.743, 3.321, -2.482)  0.099
C (2.488, 1.825, -1.711)  0.164
N (2.358, 0.742, -1.179)  -0.573
N (2.835, 1.298, 2.190)  -0.274
C (1.985, 2.259, 1.811)  0.009
N (1.065, 2.102, 0.873)  0.984
C (0.350, 3.288, 0.626)  -0.622
C (-0.623, 3.482, -0.346)  0.069
C (-1.221, 4.727, -0.439)  -0.931
C (-0.859, 5.763, 0.422)  -0.653
C (0.116, 5.577, 1.387)  -0.545
C (0.720, 4.331, 1.467)  0.676
S (1.997, 3.819, 2.548)  -0.225
H (2.960, 0.488, 1.602)  -0.086
H (3.581, 1.514, 2.831)  0.271
H (-0.902, 2.678, -1.018)  0.269
H (-1.980, 4.901, -1.189)  0.455
H (-1.342, 6.726, 0.334)  0.446
H (0.402, 6.381, 2.052)  0.454


| no. | M (g mol⁻¹) | electronic energy (Ha) |
| --- | --- | --- |
| 1 | 368.55 | -1472.0841 |
| 2 | 841.36 | -4409.6770 |
| 3 | 735.85 | -10052.2633 |
| 4 | 554.40 | -1461.7388 |
| 5 | 625.36 | -3234.0384 |
| 6 | 609.19 | -4740.6547 |